1.
{
  "formula": "C23H10AuBrCl2F5N3O3S",
  "method": "ωB97M-V/def2-TZVPD",
  "species": ["Au", "F", "C", "C", "F", "C", "F", "C", "S", "C", "F", "C", "F", "Br", "C", "C", "C", "C", "C", "C", "N", "N", "C", "C", "C", "C", "O", "C", "N", "C", "C", "C", "C", "H", "H", "H", "H", "H", "H", "H", "H", "H", "Cl", "C", "Cl", "C", "O", "O", "H"],
  "positions_angstrom": [[-0.361, -0.228, 0.084], [0.408, 7.110, 0.388], [-0.037, 5.873, 0.161], [0.864, 4.816, 0.083], [2.169, 5.058, 0.249], [0.421, 3.527, -0.186], [1.332, 2.558, -0.287], [-0.937, 3.245, -0.370], [-1.578, 1.698, -0.834], [-1.830, 4.324, -0.256], [-3.134, 4.100, -0.410], [-1.397, 5.619, -0.003], [-2.275, 6.621, 0.080], [1.149, -6.050, 6.278], [2.130, -5.827, 4.676], [2.606, -4.565, 4.340], [3.355, -4.408, 3.196], [3.654, -5.519, 2.384], [3.168, -6.787, 2.744], [2.388, -6.932, 3.870], [4.512, -5.414, 1.327], [4.750, -4.420, 0.643], [3.986, -3.402, 0.261], [4.606, -2.168, -0.032], [3.882, -1.023, -0.194], [2.461, -1.021, -0.103], [1.789, 0.042, -0.083], [1.816, -2.322, -0.041], [0.485, -2.343, -0.154], [-0.175, -3.476, -0.165], [0.483, -4.705, -0.102], [1.852, -4.719, 0.037], [2.555, -3.510, 0.109], [2.391, -3.719, 4.972], [3.749, -3.435, 2.935], [3.392, -7.637, 2.116], [1.994, -7.900, 4.145], [5.685, -2.137, -0.025], [4.376, -0.077, -0.344], [-1.251, -3.406, -0.235], [-0.078, -5.622, -0.178], [2.389, -5.657, 0.061], [-0.174, -2.064, 2.820], [-1.676, -1.123, 2.810], [-1.262, 0.585, 2.668], [-2.553, -1.619, 1.594], [-3.408, -2.427, 1.862], [-2.264, -1.148, 0.460], [-2.190, -1.298, 3.754]],
  "energy_ha": -5799.9047,
  "homo_lumo_gap_ev": [3.856, 3.619],
  "homo_energy_ev": [-7.493, -7.303]
}

2.
{
  "formula": "C23H12BrF5MnN4O2S",
  "method": "ωB97M-V/def2-TZVPD",
  "species": ["Mn", "O", "C", "N", "C", "O", "C", "C", "C", "C", "C", "N", "C", "C", "C", "C", "C", "N", "H", "H", "H", "H", "H", "H", "H", "H", "Br", "C", "C", "C", "C", "N", "C", "H", "H", "H", "H", "F", "C", "C", "F", "C", "F", "C", "S", "C", "F", "C", "F"],
  "positions_angstrom": [[-1.058, 0.101, 0.741], [-4.901, -0.707, -0.467], [-3.719, -0.574, -0.274], [-3.089, 0.121, 0.746], [-3.718, 0.435, 1.914], [-4.889, 0.405, 2.212], [-2.714, 0.820, 3.023], [-3.163, 1.499, 4.141], [-2.255, 1.812, 5.138], [-0.935, 1.407, 5.007], [-0.566, 0.728, 3.862], [-1.430, 0.455, 2.881], [-2.722, -1.263, -1.211], [-3.154, -1.778, -2.415], [-2.223, -2.376, -3.250], [-0.900, -2.456, -2.850], [-0.549, -1.914, -1.629], [-1.439, -1.335, -0.826], [-4.211, 1.758, 4.197], [-2.572, 2.369, 6.011], [-0.202, 1.604, 5.776], [0.453, 0.387, 3.716], [-4.201, -1.697, -2.666], [-2.525, -2.763, -4.215], [-0.143, -2.910, -3.473], [0.478, -1.929, -1.287], [4.390, -0.502, 2.863], [2.999, 0.466, 2.058], [2.953, 1.845, 2.124], [1.909, 2.499, 1.491], [0.983, 1.755, 0.785], [1.023, 0.419, 0.734], [2.002, -0.214, 1.377], [3.726, 2.395, 2.644], [1.830, 3.577, 1.513], [0.243, 2.248, 0.164], [2.014, -1.296, 1.315], [4.845, -1.879, -4.478], [3.805, -1.185, -3.999], [3.873, -0.572, -2.766], [4.993, -0.673, -2.036], [2.786, 0.133, -2.284], [2.949, 0.711, -1.071], [1.584, 0.288, -2.978], [0.205, 1.166, -2.385], [1.570, -0.349, -4.227], [0.475, -0.290, -4.998], [2.638, -1.068, -4.729], [2.548, -1.673, -5.921]],
  "s_squared": 8.757,
  "energy_ha": -5875.7414,
  "spin_multiplicity": 6,
  "homo_lumo_gap_ev": [6.201, 6.059],
  "e_above_lowest_kcal_mol": 46.9,
  "homo_energy_ev": [-6.874, -6.880]
}

3.
{
  "formula": "C23H12Cl60NO",
  "method": "ωB97M-V/def2-TZVPD",
  "species": ["O", "C", "C", "C", "C", "C", "C", "C", "N", "C", "H", "H", "H", "H", "H", "H", "H", "H", "H", "H", "H", "H", "C", "Cl", "Cl", "Cl", "Cl", "C", "Cl", "Cl", "Cl", "Cl", "C", "Cl", "Cl", "Cl", "Cl", "C", "Cl", "Cl", "Cl", "Cl", "C", "Cl", "Cl", "Cl", "Cl", "C", "Cl", "Cl", "Cl", "Cl", "C", "Cl", "Cl", "Cl", "Cl", "C", "Cl", "Cl", "Cl", "Cl", "C", "Cl", "Cl", "Cl", "Cl", "C", "Cl", "Cl", "Cl", "Cl", "C", "Cl", "Cl", "Cl", "Cl", "C", "Cl", "Cl", "Cl", "Cl", "C", "Cl", "Cl", "Cl", "Cl", "C", "Cl", "Cl", "Cl", "Cl", "C", "Cl", "Cl", "Cl", "Cl"],
  "positions_angstrom": [[1.367, 3.134, 1.210], [2.035, 3.284, -0.093], [1.551, 4.574, -0.981], [0.316, 5.440, -0.339], [-1.105, 4.634, -0.204], [-2.414, 5.519, 0.343], [-3.842, 4.739, 0.541], [-3.930, 3.119, 0.194], [-2.727, 2.356, -0.326], [-1.362, 3.045, -0.525], [1.033, 2.168, 1.207], [3.186, 3.374, 0.119], [1.829, 2.322, -0.735], [2.483, 5.318, -1.033], [1.382, 4.200, -2.077], [0.137, 6.441, -0.961], [0.645, 5.804, 0.745], [-2.270, 6.682, 0.572], [-4.805, 5.313, 0.918], [-4.977, 2.589, 0.353], [-2.777, 1.332, -0.546], [-0.476, 2.359, -0.922], [-0.077, -0.819, -1.023], [-1.726, -1.117, -1.628], [0.587, 0.640, -1.800], [-0.126, -0.582, 0.742], [0.957, -2.219, -1.406], [-3.377, -4.819, -1.001], [-1.831, -4.031, -1.404], [-3.066, -6.255, 0.007], [-4.410, -3.678, -0.105], [-4.201, -5.314, -2.502], [0.823, -5.316, 2.027], [1.873, -6.714, 1.682], [-0.381, -5.767, 3.261], [1.814, -3.964, 2.631], [-0.014, -4.820, 0.535], [-5.777, -8.033, 3.008], [-5.815, -9.467, 4.064], [-7.139, -6.959, 3.416], [-4.242, -7.160, 3.246], [-5.912, -8.543, 1.307], [-6.739, 4.341, -2.390], [-7.224, 5.724, -3.404], [-5.528, 4.875, -1.197], [-8.167, 3.699, -1.539], [-6.038, 3.067, -3.419], [-11.367, 4.966, -4.630], [-10.539, 6.347, -5.393], [-10.320, 4.269, -3.368], [-12.894, 5.520, -3.897], [-11.716, 3.728, -5.864], [5.206, 2.796, -2.895], [3.649, 2.057, -2.443], [4.918, 4.151, -4.015], [6.026, 3.398, -1.432], [6.233, 1.576, -3.691], [1.906, -10.331, 0.084], [2.467, -11.998, -0.201], [0.571, -10.346, 1.262], [3.252, -9.353, 0.723], [1.337, -9.626, -1.450], [3.106, 4.935, 3.718], [1.549, 4.197, 4.170], [2.818, 6.291, 2.598], [3.926, 5.537, 5.181], [4.133, 3.716, 2.921], [7.606, 2.535, 4.273], [7.110, 1.791, 2.732], [7.930, 1.258, 5.472], [9.084, 3.499, 4.018], [6.303, 3.593, 4.869], [3.406, -12.944, 3.960], [1.849, -13.682, 4.412], [3.118, -11.588, 2.841], [4.226, -12.342, 5.424], [4.433, -14.163, 3.164], [-11.294, -0.593, -4.759], [-10.244, -1.991, -5.104], [-12.497, -1.044, -3.525], [-10.303, 0.759, -4.156], [-12.131, -0.096, -6.252], [10.907, 2.147, 0.388], [12.120, 3.119, 1.259], [11.555, 0.514, 0.093], [9.424, 2.029, 1.370], [10.528, 2.926, -1.169], [4.907, -4.105, 5.716], [4.757, -4.742, 7.373], [4.234, -5.284, 4.563], [4.010, -2.570, 5.587], [6.625, -3.822, 5.342], [3.706, 7.690, -5.968], [4.488, 6.359, -6.858], [2.408, 7.034, -4.939], [4.914, 8.512, -4.948], [3.016, 8.855, -7.126]],
  "energy_ha": -28624.3021,
  "homo_lumo_gap_ev": 7.493,
  "homo_energy_ev": -12.048,
  "total_charge": 1
}

4.
{
  "formula": "C23H12ClF5N2O2S",
  "method": "ωB97M-V/def2-TZVPD",
  "species": ["O", "C", "O", "C", "C", "C", "S", "C", "N", "C", "C", "Cl", "N", "C", "C", "C", "F", "F", "C", "C", "C", "C", "C", "C", "F", "F", "F", "C", "C", "C", "C", "C", "C", "C", "H", "H", "H", "H", "H", "H", "H", "H", "H", "H", "H", "H"],
  "positions_angstrom": [[-3.785, 2.638, 0.337], [-2.842, 1.981, -0.209], [-1.544, 2.584, -0.236], [-0.722, 2.155, 0.849], [-1.429, 1.943, 2.245], [-0.538, 1.523, 3.435], [-1.368, 1.279, 5.094], [1.039, 1.288, 3.340], [1.697, 0.944, 4.574], [3.089, 0.801, 4.286], [3.799, 0.931, 2.904], [5.620, 0.679, 2.838], [3.087, 1.268, 1.722], [1.678, 1.475, 1.941], [0.820, 1.905, 0.668], [1.590, 2.055, -0.719], [2.748, 2.927, -0.639], [0.804, 2.550, -1.801], [2.049, 0.558, -1.154], [3.539, 0.179, -1.393], [3.927, -1.266, -1.838], [2.795, -2.328, -2.022], [1.272, -1.983, -1.788], [0.227, -3.163, -2.015], [0.881, -4.364, -2.475], [-0.420, -3.481, -0.776], [-0.743, -2.856, -3.038], [0.921, -0.530, -1.354], [-3.235, 0.581, -0.854], [-2.965, 0.440, -2.406], [-3.343, -0.860, -3.194], [-4.012, -2.005, -2.372], [-4.267, -1.901, -0.817], [-3.885, -0.590, -0.045], [-2.538, 2.112, 2.456], [-1.180, -0.087, 5.391], [3.771, 0.558, 5.188], [4.310, 1.026, -1.240], [5.042, -1.514, -1.991], [3.128, -3.381, -2.322], [-0.199, -0.302, -1.190], [-2.497, 1.327, -2.982], [-3.157, -0.903, -4.320], [-4.336, -2.964, -2.902], [-4.755, -2.782, -0.258], [-4.074, -0.447, 1.081]],
  "energy_ha": -2500.8308,
  "homo_lumo_gap_ev": 7.232,
  "e_above_lowest_kcal_mol": 363.9,
  "homo_energy_ev": -8.977,
  "smiles": "O=C(Oc1cc(S)c2ncc(Cl)nc2c1C(F)(F)c1cccc(C(F)(F)F)c1)c1ccccc1"
}

5.
{
  "formula": "C23H13Br2Cl2CrF3NO4S4",
  "method": "ωB97M-V/def2-TZVPD",
  "species": ["Cr", "Cl", "C", "C", "C", "C", "C", "Cl", "C", "S", "H", "H", "H", "C", "C", "C", "C", "C", "C", "Br", "C", "C", "Br", "C", "O", "C", "N", "H", "H", "H", "H", "H", "H", "S", "C", "C", "C", "C", "C", "C", "S", "H", "H", "H", "H", "F", "C", "F", "F", "S", "O", "O", "O"],
  "positions_angstrom": [[0.029, 0.728, -0.251], [-2.202, -1.394, 0.748], [-3.061, -1.718, -0.713], [-3.778, -2.904, -0.782], [-4.519, -3.184, -1.915], [-4.530, -2.258, -2.952], [-3.801, -1.091, -2.846], [-3.879, 0.007, -4.205], [-3.007, -0.751, -1.723], [-2.106, 0.718, -1.650], [-3.740, -3.587, 0.055], [-5.077, -4.107, -1.993], [-5.094, -2.433, -3.858], [1.028, -2.211, 1.492], [0.525, -1.126, 2.389], [0.570, -1.321, 3.794], [0.119, -0.369, 4.654], [-0.419, 0.828, 4.132], [-0.958, 1.898, 4.884], [-0.973, 1.828, 6.786], [-1.480, 2.997, 4.259], [-1.492, 3.097, 2.865], [-2.243, 4.632, 2.056], [-0.967, 2.094, 2.048], [-0.951, 2.099, 0.778], [-0.427, 0.947, 2.733], [0.047, -0.006, 1.886], [1.247, -3.108, 2.070], [1.932, -1.880, 0.979], [0.312, -2.450, 0.710], [0.978, -2.254, 4.160], [0.159, -0.517, 5.725], [-1.893, 3.808, 4.843], [2.337, 0.776, 0.467], [3.140, 1.800, -0.698], [4.506, 2.078, -0.613], [5.140, 2.883, -1.548], [4.412, 3.430, -2.601], [3.053, 3.159, -2.701], [2.412, 2.352, -1.762], [0.703, 2.064, -1.913], [5.072, 1.644, 0.204], [6.203, 3.077, -1.459], [4.896, 4.051, -3.345], [2.481, 3.569, -3.525], [-0.744, -3.410, -2.616], [0.135, -2.624, -3.259], [0.843, -3.404, -4.095], [-0.563, -1.760, -3.991], [1.284, -1.786, -2.093], [2.079, -0.956, -2.952], [1.931, -2.886, -1.421], [0.328, -1.069, -1.239]],
  "s_squared": 0.789,
  "energy_ha": -10245.4340,
  "spin_multiplicity": 2,
  "homo_lumo_gap_ev": [5.617, 5.583],
  "e_above_lowest_kcal_mol": 8.2,
  "homo_energy_ev": [-1.913, -1.880],
  "total_charge": -2
}

6.
{
  "formula": "C23H13Br2Cl2CrF3NO4S4",
  "method": "ωB97M-V/def2-TZVPD",
  "species": ["Cr", "Cl", "C", "C", "C", "C", "C", "Cl", "C", "S", "H", "H", "H", "C", "C", "C", "C", "C", "C", "Br", "C", "C", "Br", "C", "O", "C", "N", "H", "H", "H", "H", "H", "H", "S", "C", "C", "C", "C", "C", "C", "S", "H", "H", "H", "H", "F", "C", "F", "F", "S", "O", "O", "O"],
  "positions_angstrom": [[-0.311, 0.270, -0.169], [-2.486, -0.939, 0.318], [-3.163, -1.333, -1.254], [-4.138, -2.308, -1.278], [-4.721, -2.637, -2.492], [-4.300, -1.967, -3.633], [-3.323, -0.993, -3.560], [-2.868, -0.208, -5.053], [-2.684, -0.612, -2.361], [-1.490, 0.645, -2.302], [-4.433, -2.795, -0.359], [-5.482, -3.403, -2.550], [-4.726, -2.200, -4.600], [1.211, -2.426, 1.662], [0.772, -1.266, 2.488], [1.086, -1.265, 3.877], [0.706, -0.243, 4.680], [-0.026, 0.836, 4.133], [-0.534, 1.937, 4.865], [-0.225, 2.064, 6.744], [-1.257, 2.910, 4.243], [-1.501, 2.851, 2.863], [-2.523, 4.209, 2.047], [-1.009, 1.820, 2.068], [-1.187, 1.731, 0.807], [-0.275, 0.786, 2.754], [0.132, -0.254, 1.952], [1.610, -3.205, 2.311], [1.980, -2.131, 0.948], [0.389, -2.828, 1.072], [1.642, -2.105, 4.272], [0.949, -0.245, 5.734], [-1.653, 3.741, 4.812], [1.999, 0.696, -0.174], [2.774, 2.079, -0.972], [4.166, 2.062, -0.944], [4.920, 3.074, -1.524], [4.248, 4.121, -2.151], [2.865, 4.139, -2.177], [2.070, 3.136, -1.583], [0.341, 3.196, -1.583], [4.662, 1.232, -0.454], [6.002, 3.039, -1.491], [4.806, 4.921, -2.626], [2.340, 4.953, -2.664], [-0.392, -4.498, -1.108], [-0.164, -3.806, -2.236], [0.431, -4.640, -3.106], [-1.346, -3.460, -2.739], [0.918, -2.365, -1.952], [1.041, -1.755, -3.236], [2.099, -2.924, -1.346], [0.060, -1.634, -0.973]],
  "s_squared": 3.850,
  "energy_ha": -10245.4349,
  "spin_multiplicity": 4,
  "homo_lumo_gap_ev": [4.330, 4.337],
  "e_above_lowest_kcal_mol": 39.1,
  "homo_energy_ev": [-0.711, -0.718],
  "total_charge": -2
}